# 1
Entry from the Open Molecules 2025 dataset: a structure of composition C25H19ClN5O6Tc in a non-equilibrium geometry (wB97M-V/def2-TZVPD).

XYZ file:
```
57
Properties=species:S:1:pos:R:3:forces:R:3:mulliken_charge:R:1
C 15.41204 8.82140 16.75263 -0.090 -0.213 -0.327 -0.373
H 17.28572 8.33152 12.29297 0.172 0.381 0.124 0.385
C 15.88145 8.91148 10.21400 -0.294 0.397 0.718 1.030
C 9.57341 10.09999 12.35312 -0.308 -0.941 -0.451 -0.177
C 9.69106 7.81239 11.86144 0.053 -1.274 -0.735 0.278
H 7.66135 11.00688 12.47455 0.535 -1.461 -0.311 0.301
Cl 17.90745 8.65305 17.59431 0.651 -0.287 -0.453 -0.239
O 13.44115 8.76449 13.76598 2.972 0.267 1.184 -0.263
O 11.96184 6.24610 13.62848 0.044 -0.015 -0.505 -0.589
H 15.12716 3.95540 11.55402 0.081 -0.283 0.146 0.356
H 13.31706 9.00558 16.18576 0.198 0.066 0.032 0.427
H 13.58245 3.84510 10.69434 0.189 -0.216 -0.311 0.232
H 11.53868 8.46912 9.39355 0.615 0.457 -0.335 0.328
C 14.26959 5.80174 11.01365 -0.679 1.374 0.942 -0.025
H 7.87286 6.81629 11.37568 0.113 0.023 -0.050 0.416
H 11.81149 8.72676 6.90520 0.034 0.042 0.007 0.421
N 13.45860 6.64350 11.87157 0.334 -1.490 -1.163 0.775
C 14.13107 4.36998 11.47004 -0.490 -0.028 -0.078 -0.582
H 6.50625 8.91329 11.61240 0.568 -0.210 0.295 0.383
N 13.00292 11.54023 10.61004 -0.873 -3.762 2.900 0.053
H 16.64556 9.45182 6.37796 -0.238 -0.017 0.835 0.358
C 15.92654 8.59245 13.96470 -0.525 -0.088 0.506 0.523
C 12.78882 5.86663 12.82210 0.648 0.102 -0.468 0.142
C 16.25814 8.57546 12.54936 -1.431 -0.502 -0.212 -0.203
H 10.15338 10.97161 12.52781 0.447 0.421 0.251 0.491
O 11.59314 9.04908 12.23691 -4.759 0.909 1.342 -0.048
H 13.78857 4.22568 13.64466 0.556 -0.102 0.375 0.246
C 13.27587 4.42551 12.72086 -0.511 0.235 0.335 -0.731
C 12.67282 8.82638 7.55314 0.192 -0.060 -1.106 -0.874
C 17.37792 9.46919 8.42152 0.257 -0.244 -0.253 -0.822
C 13.92312 9.06374 7.02446 0.251 -0.122 0.349 -0.735
Tc 13.34597 8.68774 11.71199 3.890 0.057 1.881 0.021
N 10.26218 8.96961 12.09085 2.204 0.929 0.486 0.152
C 8.33789 7.75663 11.64036 -0.506 -0.601 0.166 -1.077
O 13.60607 10.75143 11.63265 -0.168 2.371 -2.175 -0.254
N 15.40088 8.69530 11.54552 1.555 0.111 0.646 0.569
H 15.24340 9.01221 17.81396 0.084 -0.225 -0.262 0.365
O 11.94959 11.00360 10.31323 0.957 1.830 -0.752 -0.254
C 7.58280 8.88388 11.83291 -1.047 0.531 -0.081 -0.081
H 18.40529 9.70572 8.08563 -0.700 -0.191 0.331 0.342
C 14.34685 8.87220 15.87509 1.387 -0.124 0.921 -0.818
H 10.37202 6.97030 11.80117 -0.081 0.110 0.026 0.327
C 14.58436 8.74217 14.50341 -2.389 -0.148 -2.991 0.455
C 17.14235 9.25814 9.83452 -0.207 -0.155 -1.623 -0.950
C 16.97714 8.48113 14.93228 0.126 0.069 1.268 -1.072
C 14.85098 8.93863 9.24217 -1.767 0.161 0.476 0.183
C 16.75272 8.54969 16.30645 -2.256 0.992 -0.808 -0.074
H 17.94822 9.32200 10.54211 0.216 0.150 0.035 0.477
O 14.96923 6.17983 10.08731 -0.762 -0.270 0.839 -0.626
H 18.01237 8.39925 14.65733 0.271 -0.103 -0.555 0.415
C 12.50782 8.70273 8.92249 1.182 -0.056 1.028 -0.223
H 12.39161 3.78432 12.77380 0.164 -0.080 -0.406 0.325
C 15.05378 9.12449 7.87068 0.166 -0.206 0.228 0.723
N 13.56325 8.82051 9.74944 -0.719 -1.009 -2.517 0.804
C 16.39332 9.34023 7.45092 0.893 0.387 0.355 -1.004
C 8.21097 10.03785 12.27423 -0.798 2.079 0.013 -0.633
H 14.13048 9.17232 5.96808 -0.406 0.029 -0.111 0.424
```
Forces are in eV/Å.

Summary:
HOMO (alpha / beta), eV: -7.2 / -6.7
Energy relative to the best compared isomer or geometry (same formula, charge and spin), kJ/mol: 0.00
Molar mass, g mol⁻¹: 618.91
LUMO energy (alpha / beta), eV: -0.70 / -0.75
2S+1: 3
Electronic energy, eV: -60686.5257
<S²>: 2.013
Frontier orbital gap (alpha / beta), eV: 6.46 / 5.98

=====

# 2
Entry from the Open Molecules 2025 dataset: a structure of composition C34H68O28S in a non-equilibrium geometry (wB97M-V/def2-TZVPD).

XYZ file:
```
131
Properties=species:S:1:pos:R:3:forces:R:3:mulliken_charge:R:1
C -2.89935 0.82654 -0.34105 -3.977 -0.228 -2.386 -1.745
H 3.29823 -0.65212 3.79145 -0.067 -0.176 -0.072 0.255
H -7.37496 2.35416 1.66808 1.172 0.117 -0.974 0.293
O -1.19750 2.00339 0.97615 0.165 -1.394 1.585 1.553
O 0.10885 2.34940 3.06044 8.057 -5.381 2.897 -0.557
C -6.90088 1.59061 2.28479 -0.462 0.629 1.139 -0.427
C -4.17171 -6.70081 2.68769 -0.142 -1.385 -0.662 -1.346
O 3.06934 -0.38279 -1.63068 2.319 3.591 -1.940 -0.686
H 0.01409 4.17398 0.16758 0.464 -0.019 0.518 0.538
H 1.14276 -4.36277 4.68751 -0.848 -1.177 -0.178 0.355
C -1.18054 0.70816 1.36569 -0.271 2.265 1.488 -0.077
C -0.46730 3.36138 -4.15715 -0.907 -0.796 0.384 -1.308
C -0.21311 -1.29068 0.34414 -0.487 -3.472 -0.401 -1.731
C 0.66847 3.96962 1.01500 2.187 2.451 1.867 -0.459
O -3.73243 0.93790 0.86465 -0.832 1.143 -0.775 -0.130
O 0.08173 -4.37404 2.85889 -0.870 -0.863 -0.319 -0.360
C 6.63522 1.45156 -3.34549 -0.158 -0.172 0.483 -1.241
H 5.92595 0.40026 -1.49987 0.340 0.514 0.104 0.277
H 0.47317 2.82496 -4.28316 0.248 1.090 -0.179 0.402
H 0.99655 -1.35355 -1.48534 -1.876 0.011 1.498 -0.741
H -7.03211 1.20752 4.28382 -0.156 -0.029 0.719 0.296
H 6.43822 1.51223 -4.41583 -0.079 -0.662 0.009 0.332
H 1.64205 -2.44992 -0.39186 -2.827 2.001 1.998 -0.300
H -2.57326 2.97538 1.98550 -0.393 0.261 0.284 0.373
O 2.57589 6.68720 1.53299 0.164 -0.189 0.242 -0.575
O -0.41100 3.33778 -1.61879 -0.339 -0.494 -0.872 -0.114
H 0.22764 1.26151 -3.58475 0.618 -0.042 0.626 -0.324
H 3.63119 0.30956 1.66923 0.124 -0.560 0.253 0.002
O 2.48407 1.85483 2.13100 -0.794 1.938 7.313 -0.049
H -1.43083 -5.34590 -4.45827 0.042 0.159 0.362 0.275
H -1.67110 4.49521 -2.77212 -0.256 -0.721 0.287 0.400
H -4.97724 -7.24887 3.17640 -0.688 1.091 0.327 0.384
H 1.72302 -0.67209 -0.15587 -0.060 -1.010 0.457 0.231
O 1.89076 2.92156 -2.04479 -5.109 1.944 2.551 -0.690
H -0.08243 5.00002 -2.74482 0.599 -0.147 -0.299 0.375
O -2.90180 -2.56328 2.46157 -0.046 0.949 0.461 -0.396
C 0.95096 0.55805 -3.17237 -0.415 -1.232 0.183 -0.460
O 0.24937 -4.16309 -4.63146 0.950 -1.692 -0.568 -0.422
O -1.41060 0.34366 2.51000 2.836 6.312 -1.755 -0.198
C -1.08265 -4.47133 -5.00782 -0.359 -0.136 -0.130 -0.729
H -1.02079 -6.07577 -0.49511 0.201 -0.218 1.093 0.271
C 1.98413 1.47309 0.17008 -0.404 -2.989 -3.810 -0.607
H 1.81714 -1.52325 -2.33504 1.058 -1.259 -2.119 -0.788
O 2.49297 5.20088 -0.14457 0.341 0.304 -1.133 -0.171
H 3.11274 9.43290 -0.99639 0.183 -0.892 -0.865 0.281
H -1.31862 -4.37703 -2.36506 -0.300 -0.137 0.350 0.497
H 4.24698 8.79302 0.16699 -0.255 -0.464 0.328 0.283
H 0.89496 -2.91923 4.01268 0.413 0.572 -0.937 0.196
O 0.61670 0.19862 1.87455 5.121 1.350 5.340 -0.150
O 2.28039 1.09674 -3.19393 1.347 -1.896 -0.844 -0.146
H 3.38269 -1.99631 -3.14677 -0.294 -0.212 -0.214 0.429
H -3.86101 -7.52755 2.04889 0.539 -0.180 -0.010 0.360
O -3.71180 -4.44307 2.23400 -0.165 -4.667 3.004 -0.283
H -0.77101 4.01186 -4.97737 0.567 0.192 -0.001 0.477
H 0.41138 3.08529 1.59805 0.971 1.413 -2.130 -0.927
H 3.79633 0.63908 4.79102 0.140 0.973 -0.454 0.305
H -1.02056 -1.90890 -0.04822 0.230 -0.317 -0.429 0.559
H 1.57690 0.85930 0.97352 1.610 0.107 -4.057 -0.637
C 2.93664 -2.88342 -1.21016 1.700 -2.772 -0.903 -1.059
O 0.75019 2.03241 -0.29892 0.323 0.500 -2.726 1.153
C 3.24003 0.54343 -2.44084 -0.254 -0.964 0.173 0.792
H 2.13815 -3.39191 -0.66985 0.803 -1.032 -0.933 0.017
H 0.68097 0.17325 -2.18894 -0.139 0.914 0.125 0.004
C -1.48691 3.05069 1.93785 -6.185 0.995 -1.700 -1.540
C 3.54795 1.03515 2.47835 1.372 -0.626 1.022 -0.218
H -8.01608 2.56758 3.95458 0.426 0.633 -0.118 0.349
H 0.50014 4.71359 1.79363 -0.092 0.699 -0.115 0.377
O -5.80377 0.19616 0.04707 1.912 1.265 0.673 -0.626
H -1.28269 3.95555 1.36547 -0.472 -0.339 0.772 0.413
H 0.81458 -0.34646 -3.76512 0.671 0.157 -0.453 0.495
H 2.80328 3.88522 1.54078 0.151 0.854 -0.235 0.561
H 7.66715 1.15787 -3.15322 0.018 0.062 -0.166 0.391
O -4.13894 -3.04516 0.64447 -0.770 0.685 -0.704 -0.697
C 0.56338 -3.23569 -3.77938 0.975 2.088 0.875 0.660
H -2.24399 -0.56833 2.78397 -2.428 -3.522 0.732 0.789
H -2.09888 0.09109 -0.26061 -2.455 0.925 -0.521 0.712
C -1.27068 -5.04170 -0.25773 -0.781 1.151 -2.113 -0.886
S 1.07164 1.29231 2.73217 1.377 -0.865 4.178 1.455
O -0.16005 -2.32499 -3.45672 -0.209 0.153 0.026 -0.467
H -2.34914 -4.88998 -0.30235 -0.027 -0.467 0.123 0.299
H -3.96085 -6.02521 0.80309 0.897 1.301 -0.473 0.085
C -0.66421 4.08304 -2.83866 0.777 1.276 0.096 -0.363
H 2.47032 9.16683 0.47773 0.400 -0.473 0.848 0.301
C 3.23314 0.43224 3.88100 -0.698 -1.527 -0.904 -0.431
C -3.68923 -3.31041 1.73295 1.347 3.227 -3.099 0.799
C -4.37504 -5.52958 1.68110 -0.688 -2.307 0.331 0.022
H -0.90873 -3.15941 -1.14667 0.427 -0.219 -0.681 1.192
H 2.08478 -4.18175 3.29949 0.036 0.698 -0.423 0.387
H -1.08413 2.98028 2.94824 -2.787 1.431 -1.470 0.459
C 2.17980 4.02478 0.65766 -2.095 1.536 -0.136 -0.426
H -1.03951 -4.81388 -6.04169 0.021 0.448 -0.054 0.280
H -7.58362 0.74809 2.17469 0.257 -0.248 0.197 0.337
H 5.59099 -0.49761 -2.89724 0.233 0.042 -0.572 0.305
H -3.54006 -0.70749 1.63712 0.074 -1.242 0.529 -0.158
H 2.68459 2.16490 0.63789 -0.277 -1.529 -2.873 1.147
C 0.79223 2.83967 -1.39135 4.673 -1.823 -1.698 0.011
H -3.36404 -6.57822 3.40933 -0.113 0.521 -0.154 0.270
H 4.49160 1.57799 2.53261 -0.305 0.493 -0.257 0.492
H -1.20717 2.56246 -4.20609 -0.294 -0.138 0.066 0.320
C 2.50812 -2.32774 -2.58694 -0.459 -1.539 0.272 0.852
H -1.76011 -3.62943 -4.86508 0.130 -0.021 -0.077 0.364
C 1.09421 -3.93932 3.68430 1.664 0.478 1.334 -0.789
H 3.53667 -3.79339 -1.20429 1.222 0.278 -0.911 0.602
O 1.21605 -4.62713 0.85499 1.081 -0.437 0.697 -0.669
H -0.17014 -1.71145 1.34871 0.242 0.507 0.212 0.446
C 3.21606 8.71907 -0.17916 -1.138 0.190 0.228 -0.698
C -5.06924 0.74756 0.86255 -1.563 -1.127 -1.427 0.580
O -0.82427 -0.03109 0.27366 3.388 0.865 0.895 0.293
H 0.28745 -4.45545 -1.67088 0.062 0.410 0.184 0.292
O -0.98850 -4.51177 1.04405 -0.412 -1.004 -0.103 0.361
C 2.62627 6.42694 0.35204 -0.326 0.106 2.299 0.623
H -6.12907 2.60717 4.23019 -0.311 0.858 -0.650 0.318
O 4.40219 1.16054 -2.66321 -1.129 0.479 -0.562 -0.285
O 1.86876 0.76769 4.12020 -1.933 0.372 -1.027 -0.580
H 6.49147 2.48827 -3.04108 0.072 -0.090 0.492 0.313
H -3.51453 0.42156 -1.14457 -0.501 0.391 -0.136 0.692
C -2.65025 -1.21654 2.00752 -3.266 -2.825 -0.350 0.623
C 5.69164 0.53273 -2.55611 -0.616 -0.074 0.044 -0.195
O 1.85179 -3.36401 -3.37099 -0.535 -0.865 -0.686 -0.463
H 2.40330 0.81642 -0.59227 -0.294 1.027 0.684 -0.259
C -0.74806 -4.19252 -1.45483 -0.078 -0.515 1.421 -1.264
C 0.23599 -4.55895 1.54111 -0.803 1.038 -0.291 0.656
H -2.51849 1.81847 -0.58424 -0.354 -0.377 -0.117 0.300
H -5.38743 -5.34087 1.32396 -0.244 0.427 0.775 0.452
H 3.35345 -2.09921 -0.57819 0.220 -0.680 -0.290 0.246
O 2.78920 7.38139 -0.56083 0.648 0.168 -1.744 -0.331
C -7.01725 2.17054 3.77346 0.399 -3.304 -0.943 -1.078
O -5.53144 1.16531 2.04139 -0.214 1.602 1.095 -0.117
H -1.95151 -1.18481 1.17155 -1.343 -1.286 1.158 -1.109
H 2.20636 3.12729 0.03966 1.589 3.538 -0.398 -0.897
C 1.08126 -1.51545 -0.41077 -2.160 3.276 1.001 1.495
```
Forces are in eV/Å.

Summary:
HOMO, eV: -8.3
Energy relative to the best compared isomer or geometry (same formula, charge and spin), kJ/mol: 2705.01
Molar mass, g mol⁻¹: 956.96
LUMO energy, eV: 0.03
2S+1: 1
Electronic energy, eV: -104497.1467
Frontier orbital gap, eV: 8.31